Record 1
ORCA calculation (ωB97M-V with the def2-TZVPD basis set) on a structure of composition C29H30NO4Pb at a distorted geometry.

Positions of all 65 atoms, in Å:
C: 3.220 -0.354 2.119
C: 3.351 -1.031 0.859
C: 3.321 -0.058 -0.168
H: 3.476 -2.105 0.715
C: 3.172 1.224 0.430
C: 3.126 1.056 1.843
H: 3.151 2.169 -0.111
C: -1.087 -2.728 1.867
C: 0.088 -3.259 1.239
C: -0.068 -3.106 -0.165
H: 0.933 -3.727 1.747
C: -1.306 -2.451 -0.419
C: -1.937 -2.229 0.839
H: 3.422 -0.251 -1.235
H: 3.070 1.851 2.588
H: 3.241 -0.820 3.107
H: -2.928 -1.788 0.973
H: 0.621 -3.475 -0.925
H: -1.308 -2.743 2.935
Pb: 0.545 -0.389 1.711
C: -1.959 -2.222 -1.771
C: -3.366 -2.837 -1.689
C: -1.192 -2.936 -2.888
H: -3.296 -3.898 -1.418
H: -3.865 -2.770 -2.662
H: -3.993 -2.335 -0.944
H: -1.134 -4.010 -2.692
H: -0.180 -2.533 -2.975
H: -1.718 -2.775 -3.836
C: -2.081 -0.710 -2.126
C: -0.815 -0.071 -2.732
H: -2.335 -0.130 -1.220
H: -2.922 -0.577 -2.832
O: 0.323 -0.381 -2.351
N: -0.970 0.853 -3.746
C: 0.050 1.915 -3.850
H: -1.912 1.151 -3.992
C: 1.439 1.339 -4.018
C: 2.533 2.000 -3.448
H: 2.347 2.887 -2.834
C: 3.823 1.497 -3.621
H: 4.668 2.028 -3.179
C: 4.029 0.334 -4.365
H: 5.035 -0.051 -4.506
C: 2.939 -0.329 -4.942
H: 3.078 -1.234 -5.526
C: 1.647 0.177 -4.772
H: 0.784 -0.341 -5.197
H: 0.024 2.515 -2.926
H: -0.194 2.570 -4.703
O: -2.494 3.518 3.275
C: -2.252 3.037 4.504
C: -2.708 3.734 5.631
C: -2.429 3.244 6.905
C: -1.711 2.055 7.083
C: -1.257 1.349 5.980
C: -1.522 1.835 4.700
C: -0.941 1.170 3.551
O: -0.194 0.138 3.794
O: -1.127 1.596 2.359
H: -2.028 2.868 2.649
H: -3.258 4.655 5.474
H: -2.776 3.801 7.774
H: -1.503 1.668 8.078
H: -0.690 0.421 6.053

Values from the calculation:
- net charge = -1
- maximum force (eV/Å) = 2.2
- ΔE to the lowest compared entry with this formula, charge and spin (kcal per mole) = 0.00
- lowest unoccupied orbital energy (eV) = 2.6
- E (hartree) = -1671.7249

Mulliken analysis output, partial charges in e: -0.658 -1.115 0.292 0.363 -0.173 -1.155 0.399 -1.013 -0.997 -0.419 0.422 0.452 -0.975 0.311 0.464 0.639 0.311 0.407 0.475 1.188 2.613 -1.881 -2.421 0.396 0.518 0.355 0.522 0.315 0.411 -1.071 0.507 0.283 0.333 -0.283 -0.251 -1.046 0.318 0.881 -0.367 0.314 -0.575 0.304 -0.413 0.360 -0.629 0.383 -0.202 0.300 0.324 0.366 -0.693 0.188 -0.581 -0.348 -0.614 -0.457 0.074 1.440 -0.833 -1.124 0.502 0.419 0.348 0.372 0.424

Record 2
ORCA calculation (ωB97M-V with the def2-TZVPD basis set) on a cluster of 6 separate species, C29H31BF9N5S in total at a distorted geometry.

Positions of all 76 atoms, in Å:
B: -1.406 5.546 -1.404
C: 0.023 4.880 -0.831
C: -0.427 3.424 -0.169
C: 0.303 3.150 1.312
F: 1.638 3.781 1.216
F: 0.407 1.644 1.393
C: -0.704 3.800 2.427
F: -1.338 5.086 2.024
F: -1.844 2.820 2.579
S: 0.016 4.049 4.131
F: 1.062 5.318 3.652
F: -1.219 5.255 4.409
F: -1.113 2.897 4.805
F: 1.205 2.828 3.959
F: 0.585 4.283 5.748
H: -2.083 6.047 -0.554
H: -1.701 5.525 -2.545
H: 0.834 4.779 -1.672
H: 0.422 5.651 -0.039
H: -0.080 2.605 -0.963
H: -1.598 3.390 -0.109
C: -1.057 -2.852 3.450
C: -0.459 -3.832 2.665
C: 0.312 -3.429 1.587
N: 0.513 -2.137 1.248
C: -0.082 -1.208 2.027
C: -0.867 -1.512 3.128
H: -1.667 -3.130 4.304
H: -0.588 -4.885 2.889
H: 0.802 -4.157 0.946
H: 0.093 -0.177 1.733
H: -1.319 -0.724 3.719
C: -5.386 1.336 -3.058
C: -4.371 0.971 -2.180
C: -3.321 1.855 -1.987
N: -3.224 3.053 -2.606
C: -4.224 3.379 -3.453
C: -5.315 2.564 -3.708
H: -6.225 0.670 -3.233
H: -4.396 0.021 -1.658
H: -2.506 1.617 -1.310
H: -4.122 4.345 -3.939
H: -6.091 2.877 -4.398
C: -4.676 -5.540 1.652
C: -3.643 -4.660 1.958
C: -3.710 -3.370 1.457
N: -4.720 -2.916 0.683
C: -5.708 -3.793 0.401
C: -5.731 -5.101 0.859
H: -4.659 -6.558 2.028
H: -2.806 -4.972 2.573
H: -2.929 -2.645 1.670
H: -6.507 -3.405 -0.224
H: -6.552 -5.762 0.603
C: 3.701 -2.173 -2.782
C: 3.665 -3.278 -3.626
C: 2.646 -4.201 -3.453
N: 1.686 -4.093 -2.508
C: 1.749 -3.011 -1.703
C: 2.726 -2.033 -1.801
H: 4.484 -1.427 -2.888
H: 4.411 -3.417 -4.400
H: 2.573 -5.079 -4.088
H: 0.968 -2.948 -0.951
H: 2.726 -1.182 -1.128
C: 8.004 -0.445 -0.026
C: 7.049 0.528 0.252
C: 6.303 1.034 -0.800
N: 6.452 0.641 -2.084
C: 7.388 -0.303 -2.324
C: 8.179 -0.872 -1.338
H: 8.607 -0.866 0.773
H: 6.889 0.882 1.264
H: 5.544 1.792 -0.633
H: 7.489 -0.600 -3.364
H: 8.915 -1.628 -1.588

Values from the calculation:
- maximum force (eV/Å) = 5.4
- lowest unoccupied orbital energy (eV) = -2.4
- SMILES = BCCC(F)(F)C(F)(F)S(F)(F)(F)(F)F.c1ccncc1.c1ccncc1.c1ccncc1.c1ccncc1.c1ccncc1
- E (hartree) = -2718.9637

Mulliken analysis output, partial charges in e: 0.305 -0.525 -0.787 0.630 -0.269 -0.238 0.721 -0.257 -0.268 1.103 -0.274 -0.324 -0.319 -0.283 -0.292 -0.084 -0.079 0.283 0.234 0.467 0.148 -0.469 -0.524 -0.187 -0.335 -0.855 -0.529 0.322 0.547 0.422 1.286 0.428 -0.172 -0.785 -0.038 -0.213 -0.155 -0.565 0.377 0.486 0.367 0.359 0.353 -0.579 0.111 -0.166 -0.407 -0.346 -0.280 0.370 0.143 0.458 0.348 0.365 -0.085 -0.436 -0.230 -0.563 -0.407 -0.543 0.404 0.372 0.366 0.613 0.468 -0.196 -0.399 -0.225 -0.526 -0.184 -0.347 0.360 0.354 0.441 0.375 0.358

Record 3
ORCA calculation (ωB97M-V with the def2-TZVPD basis set) on a structure of composition C29H31BrN2O3P2STi.

Positions of all 70 atoms, in Å:
Ti: 0.221 -0.655 -0.351
Br: 2.951 -4.437 5.410
C: 2.591 -3.380 3.882
C: 3.418 -2.297 3.582
C: 3.159 -1.527 2.472
C: 2.060 -1.791 1.637
O: 1.852 -1.000 0.599
C: 1.243 -2.901 1.940
C: 0.200 -3.356 1.044
N: -0.215 -2.664 0.048
C: -1.016 -3.195 -0.992
C: -1.944 -4.225 -0.866
C: -2.581 -4.697 -2.003
C: -2.279 -4.175 -3.252
C: -1.350 -3.133 -3.403
C: -0.981 -2.567 -4.651
C: -0.021 -1.553 -4.667
C: 0.505 -1.069 -3.497
N: 0.142 -1.533 -2.258
C: -0.737 -2.609 -2.233
C: 1.533 -3.689 3.065
H: 4.263 -2.071 4.219
H: 3.794 -0.689 2.216
H: -0.171 -4.372 1.183
H: -2.176 -4.636 0.108
H: -3.316 -5.486 -1.914
H: -2.765 -4.567 -4.138
H: -1.415 -2.949 -5.565
H: 0.327 -1.139 -5.605
H: 1.264 -0.301 -3.507
H: 0.910 -4.547 3.282
C: -3.100 -0.366 -2.619
P: -1.982 0.534 -1.496
C: -3.144 1.474 -0.457
C: -1.328 1.851 -2.606
C: -0.381 2.783 -1.847
P: 0.994 1.856 -1.048
C: 2.342 1.976 -2.281
C: 1.586 3.042 0.198
H: -3.525 -1.230 -2.106
H: -2.536 -0.728 -3.479
H: -3.906 0.284 -2.965
H: -3.668 0.781 0.199
H: -3.859 2.028 -1.069
H: -2.591 2.159 0.184
H: -2.157 2.411 -3.046
H: -0.804 1.348 -3.423
H: -0.918 3.306 -1.051
H: 0.037 3.550 -2.504
H: 2.631 3.018 -2.430
H: 2.029 1.561 -3.237
H: 3.204 1.410 -1.928
H: 1.827 3.995 -0.278
H: 2.478 2.644 0.680
H: 0.827 3.197 0.964
O: 2.318 4.923 4.922
C: 1.081 4.911 4.372
O: 0.416 5.909 4.402
C: 0.613 3.632 3.758
C: -0.685 3.607 3.254
C: -1.190 2.468 2.654
C: -0.409 1.315 2.518
S: -1.050 -0.129 1.737
C: 0.884 1.337 3.051
C: 1.383 2.473 3.661
H: 2.724 4.051 4.856
H: -1.287 4.501 3.349
H: -2.208 2.455 2.288
H: 1.492 0.447 2.987
H: 2.394 2.423 4.054

Values from the calculation:
- spin multiplicity = 3
- maximum force (eV/Å) = 0.4
- ΔE to the lowest compared entry with this formula, charge and spin (kcal per mole) = 9.94
- lowest unoccupied orbital energy (spin up / spin down) (eV) = -0.3 / -0.6
- E (hartree) = -5963.4419

Mulliken analysis output, partial charges in e: -0.318 -0.206 -0.284 -0.375 -0.319 0.244 -0.575 0.116 -0.209 0.391 -0.146 -0.677 -0.928 -0.860 1.281 -1.259 -0.569 -0.779 0.590 0.617 -0.677 0.426 0.469 0.371 0.451 0.390 0.402 0.384 0.411 0.470 0.478 -1.437 1.430 -1.281 -1.032 -1.312 1.215 -1.538 -1.115 0.329 0.377 0.537 0.438 0.503 0.091 0.565 0.265 0.387 0.579 0.434 0.404 0.382 0.605 0.410 0.003 -0.506 0.499 -0.572 1.156 -0.854 -0.650 0.477 -0.400 -0.831 -0.750 0.292 0.475 0.520 0.380 0.214